{"formula": "C6H10N2O5", "method": "the ωB97M-V functional and the def2-TZVPD basis", "species": ["C", "C", "C", "C", "C", "C", "H", "H", "H", "H", "H", "H", "H", "H", "H", "H", "N", "N", "O", "O", "O", "O", "O"], "positions_angstrom": [[-2.964199, 0.185006, -0.330241], [-1.587263, -0.367684, 0.125696], [0.732527, 0.215418, 0.186786], [1.429921, 1.584215, 0.049478], [1.470507, -0.877459, -0.575226], [2.845899, -1.328092, -0.021192], [-3.871006, -0.600673, 1.156326], [-3.518218, -1.679493, -0.064016], [-3.101289, 1.254583, -0.029281], [-2.907487, 0.222934, -1.519876], [-0.830824, 1.387403, -0.482690], [0.823534, -0.014923, 1.272674], [0.742890, -1.753022, -0.814108], [1.814418, -0.527178, -1.631203], [3.745122, -0.813992, 1.751262], [1.230182, 3.388785, 0.170850], [-3.900689, -0.742342, 0.148541], [-0.539617, 0.479282, -0.234797], [-1.444153, -1.648651, 0.410360], [2.648366, 1.741098, -0.175283], [3.669218, -1.913619, -0.745630], [2.910177, -0.789385, 1.227487], [0.601988, 2.597792, 0.124072]], "forces_ev_per_a": [[1.964, 0.369, -1.942], [1.501, -3.685, -2.070], [3.495, 1.010, 1.039], [4.458, -1.501, -1.007], [0.280, -1.254, -2.947], [0.361, -0.146, -2.099], [-0.427, -0.708, -0.079], [-0.434, 0.696, 0.535], [-0.147, -0.962, 0.075], [-0.155, -0.211, 2.329], [-0.080, 0.912, -0.139], [-0.451, 0.029, -0.509], [1.416, 1.346, 0.826], [-0.903, -0.274, 1.672], [-0.416, -0.423, -1.111], [-1.252, -1.043, -0.292], [-1.647, -0.343, 0.216], [-4.416, -3.131, 0.877], [-0.157, 6.127, -0.486], [-3.180, -0.295, 0.795], [-1.971, 1.620, 3.270], [1.278, -0.784, 0.381], [0.879, 2.650, 0.665]], "nbo_charge": [-0.310, 0.657, -0.158, 0.788, -0.533, 0.821, 0.353, 0.389, 0.207, 0.212, 0.419, 0.247, 0.283, 0.252, 0.513, 0.520, -0.817, -0.616, -0.650, -0.604, -0.575, -0.713, -0.684], "homo_lumo_gap_ha": 0.3578, "e_above_lowest_kj_mol": 280.7, "lumo_energy_ev": 0.14, "smiles": "NCC(=O)N[C@@H](CC(=O)O)C(=O)O"}



{"formula": "C4H11Cl2NdZn", "method": "the ωB97M-V functional and the def2-TZVPD basis", "species": ["Nd", "Cl", "C", "C", "H", "H", "H", "H", "H", "H", "Zn", "C", "C", "H", "H", "H", "H", "H", "Cl"], "positions_angstrom": [[-0.274641, 0.321838, -0.500739], [-1.876675, -1.377935, 0.684624], [0.813915, -0.283230, -2.540732], [-1.960502, 1.838872, -1.376478], [0.555452, 0.583618, -3.180970], [1.868291, -0.550220, -2.604712], [0.221860, -1.168050, -2.835897], [-1.464303, 2.238799, -2.281091], [-2.427390, 2.638541, -0.792724], [-2.763142, 1.138154, -1.665721], [-0.120937, -0.612517, 2.314291], [1.235519, -1.877361, 1.403118], [0.637891, 1.170727, 1.548030], [1.701458, -1.543946, 0.466057], [2.032339, -2.013707, 2.158201], [0.653489, -2.805613, 1.238566], [0.397673, 2.063269, 2.147037], [1.762468, 1.154239, 1.509410], [-0.992764, -0.915478, 4.309730]], "forces_ev_per_a": [[-0.076, 0.651, 1.448], [-1.219, -0.695, 0.000], [0.551, -0.284, -0.725], [-0.363, 0.283, -0.260], [0.193, -0.365, -0.108], [0.211, 0.097, -0.328], [0.025, 0.170, -0.175], [-0.373, 0.102, 0.025], [0.108, 0.126, -0.102], [0.059, 0.108, -0.205], [1.403, 0.623, -0.360], [-0.255, -0.847, 0.425], [0.292, 0.796, -0.302], [-0.012, -0.067, 0.003], [-0.143, -0.166, -0.345], [0.666, 0.050, -0.046], [-0.167, 0.072, -0.104], [-0.491, -0.425, 0.242], [-0.408, -0.230, 0.917]], "mulliken_spin": [3.042, -0.003, -0.007, -0.011, -0.001, 0.003, -0.001, -0.001, 0.001, 0.000, 0.000, 0.002, -0.027, -0.001, 0.000, 0.000, 0.000, 0.002, 0.000], "homo_lumo_gap_ha": [0.1727, 0.1722], "s2": 3.755, "lumo_energy_ev": [5.32, 5.33], "multiplicity": 4, "total_charge": -2}



{"formula": "C5H13NO6S2", "method": "the ωB97M-V functional and the def2-TZVPD basis", "species": ["C", "C", "C", "C", "C", "N", "O", "O", "O", "O", "O", "O", "S", "S", "H", "H", "H", "H", "H", "H", "H", "H", "H", "H", "H", "H", "H"], "positions_angstrom": [[-1.433982, 2.501902, 0.689940], [-3.744838, -0.952353, -0.660786], [2.196506, 1.682362, -1.663171], [1.377533, -2.275885, -0.087741], [-1.744368, 0.274989, 0.002194], [1.390030, 0.568833, 0.702093], [3.462404, -0.272503, -0.475685], [3.407488, 1.844546, 0.771928], [0.518474, -1.379625, 2.134758], [-0.823837, -0.905170, 0.041122], [-1.117575, 1.465207, -0.209262], [-2.589192, -0.091759, -0.966168], [2.730900, 0.916128, -0.071250], [0.723317, -0.871603, 0.827168], [-0.724435, 3.236762, 0.542356], [-1.298968, 2.063273, 1.651213], [-2.529694, 2.733990, 0.479759], [-4.292322, -1.341808, -1.523985], [-4.399088, -0.281416, -0.089142], [-3.363403, -1.698738, -0.068237], [2.131958, 2.783607, -1.694774], [2.918820, 1.314756, -2.346796], [1.178849, 1.623583, -1.925360], [1.178548, -3.060560, 0.603065], [0.742928, -2.506625, -0.961202], [2.308558, -2.022965, -0.326948], [-2.220209, 0.212881, 1.091702]], "forces_ev_per_a": [[-2.914, -2.001, -0.337], [0.239, 3.008, 0.062], [0.525, 1.554, 1.454], [-4.387, 0.009, -0.136], [-0.531, -1.432, 3.508], [-2.376, -3.035, 0.789], [-0.443, 0.416, 0.008], [0.203, 0.577, -0.263], [-0.166, 0.524, 1.188], [2.765, 1.335, 0.779], [0.362, -1.530, -1.672], [-1.348, 0.252, -2.081], [0.659, 0.109, -1.310], [-1.636, 1.116, -2.303], [1.006, 1.857, -0.407], [-0.159, 0.226, 1.243], [1.472, 0.561, 0.646], [0.774, 0.421, -0.180], [-0.245, -0.543, -0.009], [0.445, -2.115, 1.399], [1.317, -0.097, 0.760], [0.271, -0.278, -0.909], [-1.383, -1.833, -0.210], [0.547, -0.630, 0.641], [0.394, 0.643, 0.250], [4.041, 0.389, -0.918], [0.568, 0.497, -1.991]], "nbo_charge": [-0.235, -0.239, -0.885, -0.816, 0.660, -1.179, -0.983, -0.920, -0.892, -0.745, -0.532, -0.534, 2.311, 2.192, 0.205, 0.182, 0.179, 0.211, 0.181, 0.187, 0.246, 0.246, 0.254, 0.258, 0.262, 0.270, 0.117], "homo_lumo_gap_ha": 0.4035, "e_above_lowest_kj_mol": 130.3, "lumo_energy_ev": 0.56}